C43H93N7O32 | ωB97M-V/def2-TZVPD

The calculation puts the HOMO energy at -10.30 eV.

XYZ file:
```
175
Properties=species:S:1:pos:R:3:mulliken_charge:R:1
C -1.79 3.64 -0.74 -0.592
N -3.05 3.58 -0.01 0.633
O -3.93 4.42 -0.21 -0.516
O -3.21 2.61 0.74 -0.387
H -1.95 4.30 -1.59 0.366
H -1.63 2.63 -1.11 0.122
H -1.08 3.95 0.03 0.286
C -4.46 0.37 3.35 -0.261
N -4.97 -0.76 2.57 0.909
O -6.13 -0.77 2.15 -0.548
O -4.13 -1.52 2.20 -0.447
H -3.68 0.02 4.02 0.070
H -5.19 0.91 3.95 0.285
H -3.89 1.05 2.71 0.047
C -5.10 0.87 -1.16 -0.016
N -6.55 0.96 -0.84 1.095
O -7.10 2.06 -0.97 -0.607
O -7.11 -0.01 -0.37 -0.545
H -5.01 0.42 -2.15 0.197
H -4.60 0.21 -0.44 -0.090
H -4.63 1.84 -1.05 -0.049
C -1.31 -5.50 -3.39 -0.724
N -0.73 -4.82 -2.18 0.877
O -0.90 -5.33 -1.11 -0.510
O -0.20 -3.72 -2.37 -0.422
H -1.08 -6.56 -3.31 0.316
H -0.93 -5.08 -4.32 0.290
H -2.39 -5.34 -3.33 0.168
C -0.42 0.11 5.34 -0.157
N -1.02 -0.94 6.24 1.092
O -2.21 -1.14 6.29 -0.570
O -0.13 -1.52 6.86 -0.609
H 0.43 0.58 5.84 0.352
H -1.15 0.88 5.09 -0.042
H -0.16 -0.33 4.38 -0.096
C -0.14 -0.81 -4.01 -0.378
N 0.31 -0.87 -5.43 1.096
O 1.45 -0.55 -5.72 -0.604
O -0.50 -1.29 -6.23 -0.616
H -0.43 -1.81 -3.69 -0.107
H -0.99 -0.15 -3.88 0.305
H 0.69 -0.43 -3.42 0.305
C -1.07 -3.82 1.73 0.860
N -1.72 -3.47 3.00 0.756
O -2.51 -4.29 3.43 -0.613
O -1.40 -2.43 3.54 -0.243
H -1.89 -4.03 1.04 -0.797
H -0.51 -4.73 1.95 0.596
H -0.49 -3.02 1.28 -0.526
O 7.32 2.48 -1.33 -0.609
C 6.29 2.03 -0.86 0.291
O 6.13 1.62 0.43 0.254
C 7.28 1.40 1.28 -0.620
C 6.84 0.47 2.43 -0.621
C 4.99 2.09 -1.57 0.904
H 7.53 2.38 1.69 0.371
H 8.14 0.99 0.76 0.472
H 5.78 0.49 2.64 -0.202
H 7.34 0.72 3.36 0.393
H 7.16 -0.55 2.21 0.266
H 4.62 3.10 -1.74 -0.959
H 4.21 1.52 -1.07 -0.565
H 5.04 1.73 -2.60 0.595
O -2.25 5.55 4.28 -0.652
C -2.29 4.35 3.96 0.248
O -3.35 3.55 4.02 -0.121
C -4.60 4.03 4.57 -0.420
C -5.64 4.22 3.46 -1.004
C -1.07 3.67 3.48 0.089
H -4.40 4.94 5.14 0.437
H -4.87 3.26 5.30 0.314
H -5.50 5.20 3.00 0.358
H -6.63 4.20 3.92 0.403
H -5.67 3.43 2.71 0.123
H -0.52 3.17 4.28 0.222
H -0.47 4.41 2.96 0.424
H -1.30 2.89 2.75 -0.450
O 3.87 5.26 -4.52 -0.610
C 4.47 5.44 -3.46 0.778
O 3.86 5.91 -2.35 -0.262
C 2.47 6.03 -2.38 -0.762
C 1.71 4.81 -1.86 -0.251
C 5.95 5.18 -3.31 -0.663
H 2.08 6.34 -3.35 0.366
H 2.14 6.83 -1.73 0.393
H 0.91 5.05 -1.16 0.230
H 2.36 4.08 -1.38 -0.202
H 1.32 4.31 -2.75 0.411
H 6.35 4.56 -4.12 0.260
H 6.15 4.76 -2.33 0.026
H 6.43 6.15 -3.41 0.339
O 0.11 0.82 2.15 -0.343
C 0.30 0.78 0.94 -0.504
O -0.40 0.18 -0.05 0.230
C -1.69 -0.32 0.30 1.462
C -2.10 -1.30 -0.82 -0.373
C 1.57 1.37 0.38 2.301
H -2.34 0.55 0.38 -0.765
H -1.68 -0.85 1.26 -0.338
H -1.88 -0.83 -1.78 -0.099
H -3.12 -1.67 -0.69 0.510
H -1.52 -2.22 -0.72 -0.272
H 2.34 0.90 1.00 -1.983
H 1.63 2.46 0.47 0.081
H 1.69 1.06 -0.65 0.199
O 3.03 4.23 1.53 -0.647
C 3.85 3.54 2.09 0.387
O 5.17 3.91 2.21 -0.333
C 5.64 5.12 1.65 -0.749
C 5.75 5.07 0.13 -0.291
C 3.58 2.23 2.72 0.496
H 6.66 5.26 2.01 0.360
H 4.96 5.89 2.02 0.366
H 4.86 4.85 -0.45 -0.080
H 6.56 4.40 -0.17 0.098
H 6.08 6.04 -0.25 0.520
H 2.53 2.15 3.01 0.082
H 4.27 2.06 3.54 0.726
H 3.67 1.43 1.99 -0.949
O 2.20 -4.28 1.92 -0.468
C 3.24 -4.23 2.53 0.851
O 3.57 -3.31 3.43 -0.338
C 2.59 -2.40 3.90 -0.489
C 2.79 -1.03 3.34 0.394
C 4.38 -5.19 2.27 -1.321
H 2.76 -2.40 4.98 0.316
H 1.59 -2.79 3.70 0.262
H 1.96 -0.37 3.56 -0.212
H 2.91 -1.12 2.26 -0.453
H 3.72 -0.63 3.74 0.320
H 5.29 -4.82 2.74 0.375
H 4.63 -5.45 1.24 0.248
H 4.27 -6.15 2.78 0.454
O -5.19 -0.73 -4.61 -0.582
C -4.58 -1.57 -5.25 0.360
O -4.81 -2.02 -6.52 -0.341
C -5.77 -1.41 -7.32 -0.237
C -7.20 -1.83 -6.94 -0.982
C -3.41 -2.32 -4.62 -0.097
H -5.55 -1.64 -8.36 0.361
H -5.75 -0.32 -7.20 0.282
H -7.97 -1.43 -7.61 0.383
H -7.37 -1.39 -5.96 0.185
H -7.14 -2.91 -6.81 0.280
H -3.44 -2.07 -3.56 -0.087
H -2.42 -2.13 -5.03 0.291
H -3.76 -3.34 -4.75 0.224
O 3.86 -0.73 0.12 -0.032
C 3.84 -1.91 -0.26 0.166
O 4.83 -2.80 -0.11 -0.239
C 5.94 -2.50 0.73 0.669
C 7.05 -3.45 0.25 -1.569
C 2.66 -2.48 -1.01 -0.381
H 5.57 -2.73 1.73 0.305
H 6.22 -1.46 0.59 -0.338
H 7.98 -3.04 0.65 0.387
H 7.07 -3.59 -0.83 0.353
H 6.89 -4.47 0.61 0.313
H 1.86 -2.75 -0.32 -0.090
H 2.96 -3.35 -1.59 0.467
H 2.28 -1.74 -1.72 0.074
O -5.16 -4.04 -2.86 -0.526
C -6.13 -4.10 -2.15 0.705
O -6.32 -4.86 -1.04 -0.349
C -5.30 -5.79 -0.66 -0.561
C -4.23 -4.99 0.15 -0.521
C -7.34 -3.25 -2.48 -0.781
H -4.72 -6.31 -1.42 0.275
H -5.71 -6.51 0.05 0.403
H -3.62 -4.39 -0.52 -0.182
H -3.65 -5.72 0.72 0.508
H -4.63 -4.25 0.84 0.280
H -7.37 -2.47 -1.72 0.177
H -8.24 -3.87 -2.44 0.359
H -7.28 -2.74 -3.43 0.112
```

=====

C4H3N3S | ωB97M-V/def2-TZVPD

The calculation puts the HOMO energy at -9.71 eV. As for the SMILES: N#Cc1ncc(S)[nH]1.

XYZ file:
```
11
Properties=species:S:1:pos:R:3:mulliken_charge:R:1
C 1.06 0.06 -0.13 -0.115
C 0.54 1.31 -0.11 -0.083
C -1.14 0.08 -0.08 0.368
C -2.48 -0.43 -0.13 0.249
H 2.87 -0.68 1.14 0.145
H 1.03 2.29 -0.10 0.438
H -0.11 -1.74 -0.03 0.222
N -0.82 1.33 -0.11 -0.540
N -0.07 -0.75 -0.13 -0.014
N -3.56 -0.87 -0.11 -0.410
S 2.68 -0.60 -0.20 -0.260
```

=====

C4H9N3 | ωB97M-V/def2-TZVPD

The calculation puts the HOMO energy at -8.56 eV.

XYZ file:
```
16
Properties=species:S:1:pos:R:3:mulliken_charge:R:1
C -1.50 1.24 0.01 -0.742
C -1.66 -1.23 -0.34 -0.866
C 0.45 0.03 0.15 -0.215
C 2.54 -0.53 0.23 0.134
H -1.40 1.95 -1.30 0.195
H -0.70 1.84 0.80 0.231
H -2.83 1.27 0.44 0.260
H -1.08 -2.13 -0.48 0.333
H -2.47 -1.50 0.49 0.262
H -2.51 -1.14 -1.14 0.300
H 0.89 0.89 0.88 0.144
H 3.01 -1.07 1.31 0.253
H 4.06 0.85 -0.29 0.216
N -1.03 -0.06 -0.01 0.342
N 1.30 -0.91 -0.11 -0.324
N 2.94 0.52 -0.66 -0.524
```